Record 1
The following is a quantum chemistry calculation of C39H45Cl40NO7Si2 as an isolated structure, from the OMol25 dataset.

Last column: Mulliken charge in e.
Geometry (Å):
C  4.800  -0.622  3.719  0.4368
C  4.288  0.158  2.955  -1.3657
Si  3.460  1.456  1.915  0.3322
C  2.779  0.661  0.348  0.9635
C  3.279  1.276  -0.959  -1.2212
O  2.623  2.527  -1.180  -0.5601
C  4.702  2.809  1.482  -0.9968
C  6.193  2.370  1.513  -0.5095
C  6.803  2.264  0.119  -0.0515
O  7.108  3.282  -0.458  -0.5948
N  6.981  1.026  -0.557  -0.2058
C  6.937  -0.179  0.200  -0.6194
C  7.953  -0.589  1.041  -0.1103
C  7.828  -1.763  1.761  -0.6644
C  6.694  -2.546  1.660  -0.6460
C  5.676  -2.174  0.799  0.4420
C  5.824  -1.001  0.088  0.1870
O  2.314  2.166  2.885  -1.3010
Si  0.824  1.400  3.060  -1.0214
C  0.816  -0.488  3.033  -0.7249
C  -0.042  -1.126  1.894  0.7570
C  -0.450  -2.567  2.308  -1.0183
C  0.033  -3.676  1.354  -0.6871
C  -0.129  -3.383  -0.153  0.1988
C  -0.543  -4.630  -0.928  -0.8676
O  -1.932  -4.956  -0.724  -0.3166
C  -2.774  -4.258  -1.549  0.8439
O  -3.116  -4.714  -2.612  -0.5870
C  -3.258  -2.914  -1.121  0.7930
C  -3.314  -2.495  0.169  -0.6367
C  -0.293  2.029  1.650  -0.5657
C  0.094  3.430  1.101  0.4277
C  -0.873  3.769  -0.032  -1.0843
O  -2.090  4.295  0.487  -0.1446
C  -3.084  4.378  -0.501  -0.8500
C  0.148  1.899  4.781  -0.7659
C  -1.390  1.876  4.728  0.4744
C  -2.026  0.607  4.139  -0.3242
O  -2.015  1.017  5.609  -0.6497
H  4.944  -1.261  4.562  0.5011
H  3.115  -0.384  0.349  0.0409
H  1.691  0.621  0.263  0.1395
H  4.366  1.353  -1.017  0.2735
H  2.966  0.624  -1.786  0.4847
H  3.265  3.167  -1.508  0.3712
H  4.436  3.324  0.558  0.4487
H  4.584  3.564  2.265  0.6061
H  6.393  1.499  2.139  0.3082
H  6.752  3.189  1.968  0.5754
H  6.428  0.964  -1.400  0.4284
H  8.854  0.008  1.130  0.5235
H  8.615  -2.101  2.422  0.4027
H  6.582  -3.454  2.241  0.4419
H  4.758  -2.736  0.671  0.0039
H  5.037  -0.694  -0.581  0.2280
H  0.355  -0.821  3.965  1.0110
H  1.791  -0.982  2.987  0.3932
H  -0.973  -0.581  1.750  -0.2009
H  0.600  -1.142  1.014  -0.0839
H  -0.092  -2.819  3.307  0.5153
H  -1.543  -2.613  2.306  0.1811
H  1.055  -4.002  1.563  0.1983
H  -0.593  -4.550  1.574  0.3716
H  0.853  -3.065  -0.527  0.3604
H  -0.806  -2.552  -0.330  0.1161
H  -0.312  -4.488  -1.989  0.4418
H  0.046  -5.479  -0.580  0.1098
H  -3.601  -2.259  -1.922  -0.6496
H  -2.757  -1.587  0.413  0.1589
H  -3.854  -3.016  0.953  0.2184
H  -0.248  1.361  0.784  0.6756
H  -1.341  2.089  1.956  0.7753
H  -0.050  4.204  1.851  -0.0303
H  1.097  3.399  0.677  -0.1830
H  -1.123  2.875  -0.622  0.3886
H  -0.450  4.494  -0.743  0.4722
H  -3.091  3.515  -1.180  0.3706
H  -4.068  4.426  -0.032  0.2097
H  -2.989  5.286  -1.113  0.2870
H  0.411  2.919  5.062  0.2750
H  0.428  1.146  5.518  0.6345
H  -1.891  2.811  4.488  0.3624
H  -3.076  0.788  3.931  -0.0641
H  -1.624  -0.373  4.344  0.3395
C  0.560  6.330  4.532  0.2768
Cl  0.386  7.297  3.063  -0.1158
Cl  1.626  7.166  5.667  -0.1157
Cl  -1.028  6.096  5.275  -0.1095
Cl  1.246  4.756  4.123  0.0014
C  5.028  -2.679  -3.936  0.2947
Cl  5.465  -2.207  -2.283  -0.0483
Cl  4.301  -4.284  -3.866  -0.0535
Cl  3.866  -1.519  -4.596  -0.1245
Cl  6.472  -2.708  -4.950  -0.1115
C  -5.411  2.712  3.516  0.1835
Cl  -4.834  2.505  5.171  -0.0672
Cl  -6.724  3.894  3.485  -0.1235
Cl  -4.080  3.275  2.498  0.0425
Cl  -6.000  1.156  2.908  -0.0578
C  3.048  -7.013  0.612  0.2440
Cl  2.650  -7.326  -1.083  -0.0836
Cl  1.572  -7.140  1.577  -0.0817
Cl  4.219  -8.212  1.165  -0.1018
Cl  3.731  -5.385  0.811  -0.0241
C  7.156  -7.030  -4.953  0.3016
Cl  6.945  -6.108  -6.445  -0.0844
Cl  8.260  -6.169  -3.876  -0.0847
Cl  5.592  -7.221  -4.155  -0.0518
Cl  7.822  -8.621  -5.335  -0.1041
C  -6.880  -4.050  0.795  0.2620
Cl  -6.500  -2.371  1.232  0.0145
Cl  -8.043  -4.700  1.953  -0.1024
Cl  -7.577  -4.065  -0.823  -0.0690
Cl  -5.405  -5.041  0.821  -0.0531
C  -5.065  -0.766  -5.058  0.2442
Cl  -6.720  -0.583  -4.467  -0.0905
Cl  -5.067  -1.772  -6.508  -0.0995
Cl  -4.389  0.820  -5.439  -0.0292
Cl  -4.087  -1.540  -3.801  -0.0532
C  -4.501  4.245  -7.742  0.3385
Cl  -4.696  5.716  -8.708  -0.1216
Cl  -3.167  4.466  -6.602  -0.0860
Cl  -5.983  3.908  -6.848  -0.0543
Cl  -4.140  2.886  -8.812  -0.0871
C  -8.932  7.244  -6.399  0.3154
Cl  -8.441  7.753  -4.780  -0.0976
Cl  -9.763  5.686  -6.300  -0.0976
Cl  -10.024  8.450  -7.090  -0.1006
Cl  -7.504  7.079  -7.423  -0.0240
C  -10.151  -0.442  -0.528  0.2519
Cl  -9.617  0.045  1.085  -0.0645
Cl  -10.935  -2.023  -0.437  -0.0848
Cl  -11.294  0.750  -1.156  -0.1073
Cl  -8.752  -0.542  -1.602  -0.0032

- Kohn-Sham gap (eV) = 8.35
- largest force on an atom (Eh/bohr) = 0.0764
- E_HOMO (Eh) = -0.33086
- E_tot (eV) = -573641.10235

=====

Record 2
The following is a quantum chemistry calculation of one molecule with the formula C4H8N2OS, from the OMol25 dataset.

Last column: Mulliken charge in e.
Geometry (Å):
C  -1.305  0.911  0.447  -1.2349
C  -0.500  -0.218  1.102  0.2211
N  -0.527  -0.091  2.519  -0.4003
C  0.205  -0.355  3.439  0.5401
S  0.779  -0.568  4.836  -0.4093
N  1.088  -0.362  0.669  0.1680
C  1.215  -0.762  -0.779  -0.8473
O  1.953  -0.869  1.503  -0.6984
H  -1.104  1.676  1.121  0.4087
H  -0.920  0.995  -0.503  0.4293
H  -2.409  0.729  0.523  0.2872
H  -0.861  -1.264  0.646  0.2811
H  1.167  0.775  0.546  0.3298
H  0.908  -1.748  -0.783  0.4100
H  0.372  -0.182  -1.381  0.2120
H  2.198  -0.682  -1.280  0.3028

- Kohn-Sham gap (eV) = 9.30
- largest force on an atom (Eh/bohr) = 0.1183
- relative energy (zero: lowest compared OMol25 entry of this formula, charge and spin) (kJ/mol) = 441.63
- E_HOMO (Eh) = -0.32112
- E_tot (eV) = -20136.25714
- structure (SMILES) = C[C@H](N=C=S)[N@H+](C)[O-]

=====

Record 3
The following is a quantum chemistry calculation of C10H22Cl6O2Pd as an isolated structure, from the OMol25 dataset.

Last column: Mulliken charge in e.
Geometry (Å):
Pd  -0.392  0.255  -0.949  0.0327
C  5.642  2.128  1.819  -0.8717
C  4.430  2.754  1.158  -0.1394
O  3.680  1.900  0.347  -0.3477
H  5.395  1.290  2.470  0.2876
H  6.083  2.928  2.414  0.3076
H  6.360  1.811  1.062  0.2520
H  4.691  3.478  0.386  0.2282
H  3.839  3.208  1.954  0.2660
C  -3.859  2.991  4.545  -1.0203
C  -2.895  3.200  3.316  -0.0606
O  -2.706  2.054  2.501  -0.3288
H  -3.535  2.213  5.235  0.3163
H  -4.920  2.852  4.334  0.3018
H  -3.809  3.866  5.193  0.3352
H  -2.018  3.628  3.801  0.2291
H  -3.437  3.973  2.771  0.2121
Cl  7.018  2.391  -5.717  -0.1745
C  5.453  1.757  -5.280  -0.4428
C  4.312  2.809  -5.374  -0.3901
Cl  4.144  3.495  -7.083  -0.1859
H  5.525  1.446  -4.238  0.2733
H  5.312  0.865  -5.891  0.3178
H  4.456  3.580  -4.618  0.3188
H  3.409  2.240  -5.150  0.2835
Cl  6.852  -4.942  -1.690  -0.1808
C  7.147  -3.610  -0.483  -0.4203
C  8.642  -3.322  -0.235  -0.4034
Cl  9.549  -4.835  0.147  -0.1824
H  6.659  -3.972  0.422  0.2981
H  6.670  -2.695  -0.837  0.3024
H  8.767  -2.765  0.694  0.2742
H  9.100  -2.862  -1.111  0.3122
Cl  0.636  5.265  8.838  -0.1973
C  0.860  3.564  8.259  -0.3915
C  2.228  3.071  7.737  -0.3904
Cl  2.087  1.330  7.149  -0.1984
H  0.089  3.436  7.500  0.2774
H  0.706  2.946  9.144  0.2850
H  3.038  3.051  8.466  0.3153
H  2.581  3.595  6.849  0.2993

- spin multiplicity = 3
- Kohn-Sham gap (spin up / spin down) (eV) = 7.22 / 5.93
- largest force on an atom (Eh/bohr) = 0.0414
- E_HOMO (spin up / spin down) (Eh) = -0.27417 / -0.27414
- E_tot (eV) = -93428.88187